[1]
Molecular formula: C16H23NOS2
Method: DFT, ωB97M-V with the def2-TZVPD basis set

Properties
- DFT total energy: -1549.7515 Ha
- Frontier orbital gap: 3.09 eV
- E_LUMO: -0.0872 Eh

Atoms and positions in Å:
C  0.3414  1.3262  1.7367
H  2.4933  -6.6605  -0.5197
H  5.2363  -6.6125  3.1107
H  4.8792  -5.0731  5.2846
H  3.7123  -2.2022  2.4548
C  -3.1583  0.3737  1.8630
C  5.8165  -4.5828  4.9966
H  -2.3726  1.5192  -0.5569
H  -3.2787  -0.3270  1.0382
H  1.5736  -5.0992  -2.1896
C  2.0167  -4.7165  -1.2854
C  3.2290  -3.7218  1.0267
H  -2.9446  -0.2088  2.7590
O  -0.7824  0.6260  1.4393
N  4.9448  -3.8748  2.7835
S  0.3559  2.9242  2.2484
C  -2.2943  2.1720  0.3105
H  4.7913  -2.7042  4.5297
S  1.8090  0.5186  1.5899
H  -4.1078  0.8870  2.0110
C  6.7345  -5.6112  4.3088
H  1.5866  -2.6753  -1.7552
H  -3.2230  2.7356  0.3925
C  2.5519  -5.5964  -0.3551
H  7.7299  -5.1756  4.1617
H  6.2642  -4.2260  5.9346
H  6.7841  -4.2665  1.8850
H  6.4038  -2.8280  3.8487
C  2.6061  -2.8531  0.0985
H  -1.4823  2.8719  0.1165
H  -1.9133  2.0247  2.4299
H  6.8423  -6.7249  2.4288
H  3.5122  -5.7984  1.5338
H  6.8949  -6.4837  4.9575
H  5.4609  -5.0819  1.1068
C  3.1412  -5.1151  0.7870
H  2.5978  -1.7952  0.2985
C  3.9195  -3.2128  2.1458
C  5.4981  -3.4013  4.0686
C  5.8595  -4.8144  2.0885
C  -2.0264  1.3509  1.5644
C  6.1578  -6.0423  2.9507
C  2.0293  -3.3502  -1.0423

Löwdin atomic charge list, values in e, 2 entries: atom 1 (C): -1.4130, atom 2 (H): 0.1112

***

[2]
Molecular formula: C40H116N10O13
Method: DFT, ωB97M-V with the def2-TZVPD basis set

Properties
- DFT total energy: -3118.9212 Ha
- Frontier orbital gap: 9.31 eV
- E_LUMO: 0.0188 Eh
- Energy above the lowest of the compared OMol25 structures with the same formula, charge and spin: 121.05 kcal/mol

Atoms and positions in Å:
H  1.4807  -3.1332  4.8021
H  3.1889  -0.7432  2.0833
H  2.9659  1.2211  1.3211
C  1.1595  -5.5256  2.2635
O  -2.3417  -1.8320  2.5904
C  2.2195  -1.4635  5.7721
O  3.6877  -1.7727  3.8755
H  3.0717  2.5622  -4.3225
H  3.3923  -7.2396  -3.5703
C  -3.6453  5.0902  -3.4975
H  -3.8269  0.3763  -1.0659
H  4.6616  -1.8063  1.9871
H  -5.8272  2.2291  -0.6854
H  -3.6497  -4.3710  -5.2838
H  -2.6417  1.9080  -4.3565
H  1.4549  0.9812  2.1967
H  4.6884  -0.2288  2.6471
H  -3.9741  1.4006  -2.1709
H  -1.7032  1.2336  -5.6607
H  -5.0275  -2.5278  -4.4148
C  1.1557  0.6841  -0.5690
H  3.4929  -7.7194  -0.4294
H  -1.3377  0.8912  -3.9122
C  2.1855  1.2178  -6.8062
C  -2.6461  -2.5339  -3.1978
C  2.4742  -8.0420  -0.2142
H  -1.4503  -0.1924  -0.1536
O  -7.2101  0.3646  2.7302
N  1.3416  6.2351  3.8779
H  0.6174  0.7927  -1.5105
H  2.5278  -2.6955  -4.8537
H  -5.8479  3.4268  0.6153
O  1.2668  1.8302  0.2877
H  -1.0477  5.1202  -4.8765
H  2.1567  0.3377  -0.8261
C  -3.1841  1.4450  6.4535
N  -4.5840  0.4117  1.0140
H  1.6641  -5.5686  4.2913
H  -3.1568  -5.0718  -7.9476
H  2.0603  10.2529  4.6229
H  4.2541  2.5592  -2.1020
C  2.6840  6.3672  4.2304
H  -3.8910  5.3481  -2.4674
H  -8.7351  -0.8498  2.1441
C  -3.0380  -2.3702  -4.6454
C  2.7280  -4.5789  -3.1008
H  5.2756  1.2127  -2.7981
C  -5.5189  1.4827  1.2849
C  -5.3084  2.5706  0.2102
O  1.9792  -7.4590  0.9450
H  0.7521  1.0902  -4.5710
N  -2.3923  -0.2945  4.8705
N  4.8859  -5.3527  -2.0675
H  2.5397  0.0123  4.3701
O  -3.3177  0.9147  -1.6717
C  -2.8136  -3.6929  -5.4552
H  -4.9692  -0.3607  1.5384
H  0.7960  6.4525  4.6997
H  -4.2517  2.8057  0.0826
H  2.2743  -5.0359  -2.2214
O  2.3040  8.4170  5.4282
C  -7.0048  1.1335  1.4985
H  -2.2562  -1.2365  3.3348
N  2.1304  -5.5811  3.3954
H  1.1078  6.9885  3.2472
H  0.4808  -1.7365  4.3730
C  4.0701  -1.1252  2.5988
N  1.6868  -0.4620  6.6862
H  1.1006  -0.9544  0.8773
H  2.6401  -9.1162  -0.1330
H  -3.1841  -0.8089  5.2289
H  -1.8559  -1.4053  1.8846
C  0.7967  2.4847  5.0538
H  -3.5738  1.3704  4.4160
H  -3.7070  0.6842  1.4344
N  -0.0082  2.9219  -3.4417
H  -0.6473  0.6552  0.9900
C  0.3416  -1.6568  -0.9616
C  -0.7679  2.9879  -4.6235
H  1.8127  -7.8337  -1.0550
H  0.8150  -2.8804  -4.3063
H  -8.4635  -0.5503  3.8204
C  -8.5302  -0.0491  2.8548
C  3.1531  -0.7899  4.7804
H  -0.0565  -2.6445  -0.7293
H  -7.6154  2.0302  1.6049
O  0.3987  4.3791  0.4208
H  -1.6741  3.0636  4.6997
H  0.9732  0.1282  6.2829
H  0.8741  -3.3453  2.3718
H  3.6252  -6.5959  -5.0841
H  1.3217  -1.9181  -1.3608
O  3.3931  0.9560  -3.1928
H  4.5470  -6.2030  -1.6405
C  3.4035  1.5331  -4.4600
H  -0.4579  -4.3578  2.9728
O  -0.3828  1.8315  5.4816
H  -0.0700  3.0392  -5.4592
H  -0.7512  2.8807  -2.7587
H  -4.4686  -1.7765  -5.7964
C  2.3145  9.8293  5.5945
C  2.4924  0.7487  -5.4022
C  0.3111  -4.2638  2.2060
H  -1.5345  -0.5508  5.3381
H  2.9280  8.4439  3.4847
H  -5.3315  1.7304  2.3297
H  -3.7028  0.6894  7.0436
H  1.2945  2.0516  4.1861
H  -1.5800  -5.0973  -7.0577
H  2.9317  -5.6513  1.0465
H  4.4663  5.5490  3.2238
C  1.9042  -5.9984  0.9370
H  1.5759  0.2204  -3.6877
H  0.4237  -6.3172  2.4047
H  -2.7083  -1.6343  -2.5855
H  -3.9321  2.2248  6.3103
H  -0.1848  -1.3002  -1.8470
H  1.4599  -5.6972  -0.0117
H  4.6760  -4.4499  -3.8407
H  4.0262  -0.4053  5.3074
N  -0.8142  -0.2724  0.6269
H  1.5905  10.1399  6.3478
H  -1.5938  -2.8149  -3.2390
H  2.5310  -6.5082  3.4042
H  2.9218  -3.5700  -2.7367
H  2.8166  -2.2125  6.2923
C  1.6416  -3.3301  -4.8565
H  0.8593  3.5928  0.1281
H  0.5331  3.5112  4.7993
H  -0.2349  -4.2405  1.2629
H  4.4258  1.5128  -4.8376
H  1.5891  0.3920  -7.1941
H  -2.2528  4.0170  -5.5289
H  4.1268  7.9129  4.7398
C  4.3375  1.4944  -2.3199
H  0.3847  -2.5050  6.0245
C  3.3827  5.5493  3.1055
H  2.8967  -0.2517  -5.5566
O  2.0269  -4.5780  -4.3249
H  5.8105  -5.6007  -2.3896
H  5.0094  -7.0101  -4.3614
C  -1.6276  1.6380  -4.6513
H  -1.9865  -4.2534  -5.0195
H  -4.4417  4.4470  -3.8719
H  1.1272  -0.9628  7.3615
H  -2.3875  1.8301  7.0900
H  -1.1654  1.7570  3.6147
C  4.1074  -5.2217  -3.3219
H  3.1294  5.9399  2.1200
H  -2.3956  -1.6670  -5.1755
H  -1.9393  -4.1273  -8.5424
N  -4.3655  -1.8670  -4.7958
O  -2.4664  4.3963  -3.5334
H  -9.3836  0.6198  2.9660
C  0.4985  -0.5812  0.0489
H  1.2504  -3.4343  -5.8685
H  1.9833  2.6483  1.9458
C  -2.6914  1.1713  5.0243
O  -2.6011  -3.3524  -6.7948
H  0.4260  3.8061  -3.2188
C  4.0606  -6.5498  -4.0859
C  1.0207  -2.2225  5.1856
C  -2.3133  -4.4855  -7.5832
H  1.5281  2.0831  -6.7219
C  -1.4625  1.9962  4.6357
H  1.4762  2.8142  5.8398
N  1.3577  0.2882  -4.6715
C  -1.6091  4.2089  -4.6705
H  0.4993  4.9991  -0.3015
H  -3.2308  -3.2695  -2.6454
H  -7.4757  0.5932  0.6773
H  3.2846  10.1957  5.9303
H  4.3245  1.1182  -1.2969
C  1.9815  1.6477  1.5136
C  3.0937  7.8681  4.3952
H  -3.4305  6.0229  -4.0191
H  3.0525  4.5233  3.2681
H  3.0247  1.3931  -7.4793
H  2.6826  5.8142  5.1696

Löwdin atomic charge list, values in e, 2 entries: atom 1 (H): 0.0511, atom 2 (H): 0.0406

***

[3]
Molecular formula: C5H15N3O2
Method: DFT, ωB97M-V with the def2-TZVPD basis set

Properties
- DFT total energy: -514.1114 Ha
- Frontier orbital gap: 9.01 eV
- E_LUMO: 0.0260 Eh
- Energy above the lowest of the compared OMol25 structures with the same formula, charge and spin: 87.35 kcal/mol

Atoms and positions in Å:
H  -2.1740  1.9835  -0.4608
H  2.9312  -0.9076  -0.9800
H  -0.6997  1.7268  -2.1449
N  0.1694  1.2237  -1.9709
H  0.9723  -0.6368  1.6243
N  0.5458  -1.1600  0.8673
H  1.1704  -2.9210  1.7969
O  2.4954  -0.5342  -0.2005
H  -2.0257  1.6747  1.2835
C  -2.2723  1.2271  0.3173
H  -3.3243  0.9147  0.3522
H  0.2039  0.3372  -2.4858
H  -0.5737  -2.6501  1.7960
H  0.5261  2.8246  0.0571
H  -1.6625  -0.7385  0.8295
C  1.1171  -0.7975  -0.4347
C  0.3333  -2.5533  1.1934
O  0.8361  -1.5290  -1.4141
H  0.2195  -3.1861  0.3155
H  1.0140  1.5421  1.2068
H  -1.5509  -0.4364  -0.9186
C  -1.4420  0.0022  0.0687
H  1.9821  1.9287  -0.2533
C  0.9730  1.8329  0.1564
N  0.2354  0.8321  -0.6013

Löwdin atomic charge list, values in e, 2 entries: atom 1 (H): 0.0590, atom 2 (H): 0.1051